[1]
{"formula": "C4H12N2O3P", "method": "ωB97M-V with the def2-TZVPD basis set", "symbols": ["C", "C", "C", "C", "N", "N", "O", "O", "O", "P", "H", "H", "H", "H", "H", "H", "H", "H", "H", "H", "H", "H"], "positions_angstrom": [[-0.826250, -1.284049, -1.291080], [-1.709812, 0.416546, 0.434611], [-0.482588, -0.069565, -0.497751], [0.868564, -0.095460, 0.369875], [1.990190, -0.225302, -0.514023], [0.926870, -0.907463, 1.540124], [2.816794, 2.699580, 1.018212], [0.504975, 3.615270, 0.206820], [0.749105, 2.487216, 2.579082], [1.336319, 2.428056, 1.195964], [0.068542, -1.981317, -1.367053], [-1.572825, -1.957437, -0.821907], [-1.134504, -1.126956, -2.320733], [-1.227077, 1.327510, 0.911001], [-2.704322, 0.652946, -0.015455], [-1.938501, -0.317076, 1.195673], [-0.362577, 0.667469, -1.198542], [2.760155, 0.222849, -0.112290], [1.913999, 0.423025, -1.222586], [0.451969, -0.390476, 2.314693], [1.785338, -0.837991, 2.086540], [-0.383498, 3.738714, 0.541860]], "forces_ev_per_a": [[1.043, -3.372, 0.148], [1.800, 0.966, -0.324], [-1.311, -0.596, 3.621], [-0.299, 3.086, -0.903], [-0.568, -2.259, 1.124], [-0.779, 0.788, 1.770], [-1.144, -0.623, -0.559], [1.094, -1.270, 0.445], [-0.346, -0.162, -0.335], [-0.102, -0.321, -0.313], [-0.721, 0.869, -0.044], [0.115, 0.571, -0.083], [-0.171, 0.424, -0.040], [-1.175, -0.895, -0.164], [1.056, -0.037, -0.320], [0.254, -0.285, 0.340], [0.722, 2.255, -1.427], [1.807, 0.239, 1.677], [-1.155, 1.402, -2.402], [-0.921, -0.381, -1.191], [0.999, -0.266, -1.348], [-0.198, -0.131, 0.328]], "e_above_lowest_ev": 2.184, "gap_ev": 6.544, "lumo_energy_ev": 3.589, "total_energy_ha": -836.256797, "charge": -1}

---

[2]
{"formula": "C4H12N2O4", "method": "ωB97M-V with the def2-TZVPD basis set", "symbols": ["C", "C", "N", "C", "O", "N", "C", "O", "H", "H", "H", "H", "H", "H", "H", "H", "O", "H", "H", "O", "H", "H"], "positions_angstrom": [[-0.150775, 0.615219, -2.040913], [-0.374742, -0.224819, -0.791771], [-1.132315, -1.506783, -1.030250], [-1.265732, 0.505787, 0.185766], [-1.928914, 1.497617, 0.046042], [-1.277759, -0.107365, 1.482469], [-0.514910, -1.200309, 1.965885], [0.631699, -1.400980, 1.702896], [-0.001518, 0.086486, -2.979685], [-0.866759, 1.411386, -2.205487], [0.777484, 1.150730, -1.794454], [0.523817, -0.554292, -0.282853], [-2.061093, -1.466834, -0.640771], [-1.254791, -1.731700, -2.016588], [-1.869294, 0.354836, 2.148069], [-1.103620, -1.826768, 2.633580], [2.822423, -0.275819, 0.320468], [2.722202, -0.888362, -0.412125], [2.970987, -1.010090, 0.967600], [1.331146, 2.288557, 1.185353], [0.534169, 2.765487, 0.947101], [1.488301, 1.518012, 0.609666]], "forces_ev_per_a": [[1.306, 0.726, 0.635], [-1.888, -1.041, -1.114], [0.050, -0.061, -0.326], [1.008, -0.126, 2.553], [-0.047, 0.040, -0.721], [0.405, -0.347, -1.019], [-0.389, 1.067, -0.237], [0.064, -0.491, -0.083], [0.034, -0.362, 0.211], [-0.537, -0.204, 0.162], [0.030, 0.051, -0.566], [0.230, 0.594, -0.167], [-0.208, -0.020, 0.033], [0.259, 0.298, 0.244], [-0.472, -0.049, 0.092], [-0.059, -0.189, 0.433], [0.509, -1.649, 0.590], [-0.126, 0.427, -0.972], [-0.253, 1.419, 0.189], [0.437, -0.266, 0.192], [-0.103, -0.300, -0.394], [-0.250, 0.482, 0.263]], "e_above_lowest_ev": 1.589, "gap_ev": 10.387, "lumo_energy_ev": 0.588, "total_energy_ha": -570.074052, "smiles": "C[C@H](N)C(=O)NC=O.O.O", "charge": 0}

---

[3]
{"formula": "C4H12N2O6P2", "method": "ωB97M-V with the def2-TZVPD basis set", "symbols": ["N", "P", "O", "O", "O", "P", "O", "O", "O", "H", "H", "H", "H", "H", "C", "C", "C", "C", "N", "H", "H", "H", "H", "H", "H", "H"], "positions_angstrom": [[4.987548, -0.017978, 1.254257], [4.163326, 0.769153, 0.227693], [4.785979, 0.599879, -1.243444], [4.232502, 2.335486, 0.594615], [2.604197, 0.214873, 0.327534], [1.546664, 0.898609, -0.686288], [2.053225, 1.173304, -2.009474], [0.319062, -0.130567, -0.789149], [0.926240, 2.209074, -0.020454], [5.741524, -0.512453, 0.795548], [5.397936, 1.332390, -1.398667], [3.347557, 2.737773, 0.563681], [0.589795, -0.923266, -0.295511], [0.774855, 2.846528, -0.733700], [-4.238660, -1.944709, -0.541989], [-4.089392, -0.630536, 0.216378], [-2.642269, -0.343620, 0.631593], [-2.142246, -1.402744, 1.517475], [-1.755904, -2.224804, 2.197952], [-3.953200, -2.797593, 0.075407], [-5.275522, -2.094200, -0.843314], [-3.620457, -1.950544, -1.442051], [-4.728035, -0.655046, 1.101579], [-4.444254, 0.187940, -0.412735], [-2.583317, 0.610079, 1.156615], [-1.997163, -0.287037, -0.243542]], "forces_ev_per_a": [[-0.279, 0.000, -0.083], [3.226, -1.530, 1.772], [-1.110, 0.505, 0.126], [-1.824, -0.562, -0.699], [-0.383, 1.940, -1.060], [-1.619, -0.732, -1.191], [0.857, 0.664, -0.826], [1.174, -0.121, 1.407], [0.401, -0.245, 0.609], [-0.001, -0.188, 0.249], [-0.118, 0.009, -0.245], [0.262, 0.411, 0.031], [-0.543, -0.221, -0.140], [0.026, 0.027, 0.072], [-0.033, 0.008, 0.004], [-0.172, -0.167, -0.132], [-0.351, -0.149, 0.103], [-0.426, 1.484, -1.116], [0.593, -1.283, 1.016], [0.054, 0.024, 0.000], [0.016, 0.006, -0.032], [-0.004, -0.020, 0.004], [0.049, 0.079, 0.028], [0.072, 0.067, 0.060], [0.104, -0.013, 0.031], [0.028, 0.006, 0.011]], "gap_ev": 9.334, "lumo_energy_ev": -0.091, "total_energy_ha": -1403.455930, "charge": 0}

---

[4]
{"formula": "C4H12N2OPS", "method": "ωB97M-V with the def2-TZVPD basis set", "symbols": ["C", "C", "C", "C", "N", "N", "O", "P", "S", "H", "H", "H", "H", "H", "H", "H", "H", "H", "H", "H", "H"], "positions_angstrom": [[2.596945, 0.261748, 0.118916], [4.037796, 0.060492, 0.024491], [-3.860180, -1.463519, -0.130899], [-3.425834, 0.039658, -0.626311], [1.842013, -0.593835, 0.705853], [2.096977, 1.224110, -0.679053], [-0.747483, -0.275931, 0.255610], [-1.694578, 0.498420, -0.586811], [-1.076420, 2.068308, -1.595047], [4.268560, 0.565650, -0.970204], [4.350924, -0.945952, -0.045069], [4.568922, 0.475175, 0.818963], [-4.455340, -1.375301, 0.777698], [-4.407087, -2.044562, -0.790397], [-3.046635, -2.129385, 0.180252], [-3.893642, 0.910711, -0.073951], [-3.735169, 0.130304, -1.662603], [2.214156, -1.444247, 1.067887], [2.606328, 2.150231, -0.673146], [1.163646, 1.419918, -0.602168], [0.740394, -0.636399, 0.487517]], "forces_ev_per_a": [[-0.011, -0.187, -1.269], [0.348, 1.310, -2.601], [1.644, 2.080, 2.180], [-0.852, -1.530, 0.726], [-3.486, -0.738, -0.472], [2.960, 1.567, 0.983], [-1.111, -0.217, -0.231], [1.505, 1.672, -1.035], [-1.127, -1.706, 1.024], [0.459, -0.655, 1.488], [-0.062, -1.251, -0.067], [0.936, 1.057, 1.288], [-0.085, 0.231, -0.091], [-1.150, -0.398, -1.887], [0.368, 0.628, -0.212], [0.166, -1.136, -0.404], [0.084, 0.361, -0.221], [0.582, -0.295, 0.305], [-0.284, -1.749, -0.379], [-3.167, 0.306, 0.098], [2.281, 0.650, 0.778]], "e_above_lowest_ev": 0.000, "gap_ev": 9.370, "lumo_energy_ev": -4.076, "total_energy_ha": -1083.702286, "charge": 1}

---

[5]
{"formula": "C4H12N2OS", "method": "ωB97M-V with the def2-TZVPD basis set", "symbols": ["C", "C", "C", "C", "N", "N", "O", "S", "H", "H", "H", "H", "H", "H", "H", "H", "H", "H", "H", "H"], "positions_angstrom": [[-2.050275, 0.421398, 0.832528], [-1.947971, -1.498856, -0.598995], [2.561246, -0.288238, -1.032574], [1.813344, 1.336268, 0.653555], [-1.366326, -0.256295, -0.216828], [1.926918, -0.031856, 0.229454], [1.027609, -2.375700, 0.207522], [0.816987, -1.102857, 0.862996], [-1.412016, 1.213200, 1.228788], [-2.950999, 0.897645, 0.421205], [-2.375110, -0.232157, 1.658485], [-1.190831, -2.104465, -1.099184], [-2.368778, -2.069107, 0.242811], [-2.759429, -1.318285, -1.318361], [3.616021, -0.007016, -0.981496], [2.486825, -1.355554, -1.233217], [2.079262, 0.265219, -1.843463], [2.805971, 1.785287, 0.732804], [1.212166, 1.924134, -0.047177], [1.335173, 1.358037, 1.631156]], "forces_ev_per_a": [[-0.083, 0.022, 0.321], [-0.073, -0.291, 0.056], [0.011, -0.245, -0.267], [-0.140, 0.158, 0.030], [1.316, 0.039, -0.107], [-0.160, -0.401, 0.352], [0.087, -1.121, -0.533], [-0.688, 1.661, 0.121], [-0.103, 0.043, 0.073], [-0.030, 0.009, 0.028], [0.016, 0.039, -0.030], [-0.087, -0.100, -0.035], [-0.013, -0.035, -0.030], [0.009, 0.005, 0.009], [-0.047, 0.007, 0.006], [0.084, 0.040, -0.122], [-0.025, 0.022, -0.048], [-0.041, -0.027, 0.052], [-0.025, 0.029, 0.009], [-0.009, 0.145, 0.116]], "e_above_lowest_ev": 3.670, "gap_ev": [8.683, 7.399], "lumo_energy_ev": [0.214, 0.248], "total_energy_ha": -742.426176, "charge": 0}